Entry 1:
Below is C62H126InN6O14 as an isolated structure in a non-equilibrium geometry, with properties calculated with the ωB97M-V functional and the def2-TZVPD basis.

For the HOMO energy, the calculation gives -5.4039 eV. The calculation puts the molar mass at 1294.54 g/mol. The charge is -1. Its LUMO energy is -1.584 eV.

Each line ends with the Löwdin charge.
Positions of all 209 atoms, in Å:
In -0.806 -0.271 -1.415  1.446
C -1.043 1.199 3.253  0.006
C -0.847 1.041 1.752  -0.760
O -1.351 1.756 0.881  0.003
O -0.162 0.079 1.394  -0.045
H -0.668 2.181 3.540  0.070
H -0.738 0.515 4.045  0.075
H -2.095 1.368 3.485  0.057
C 2.188 3.389 -3.293  0.008
C 0.991 2.564 -2.847  -0.710
O 0.722 1.457 -3.444  -0.077
O 0.305 2.952 -1.888  0.009
H 1.799 4.153 -3.967  0.086
H 2.953 2.671 -3.588  0.062
H 2.560 3.830 -2.369  0.060
C 1.262 -4.508 -2.552  -0.013
C 0.687 -3.291 -2.022  -0.788
O -0.519 -3.261 -1.685  -0.060
O 1.446 -2.339 -1.721  -0.052
H 0.990 -4.401 -3.602  0.071
H 0.772 -5.435 -2.253  0.089
H 2.345 -4.549 -2.440  0.092
C -4.474 2.111 -4.254  -0.001
C -3.678 1.596 -3.001  -0.689
O -3.023 2.417 -2.322  -0.021
O -3.622 0.364 -2.653  -0.085
H -5.136 1.304 -4.568  0.058
H -3.733 2.282 -5.035  0.068
H -5.025 2.997 -3.940  0.068
C -5.512 1.699 3.331  -0.046
C -5.716 1.652 1.872  -0.461
C -7.236 1.323 1.437  -0.099
C -8.228 2.467 1.441  -0.198
C -7.704 3.683 0.668  -0.152
C -6.348 4.140 1.182  -0.477
N -5.337 3.050 1.308  -0.111
O -4.026 3.443 1.546  0.008
C -5.855 5.210 0.167  -0.033
C -6.508 4.908 2.556  -0.036
C -4.735 0.695 1.242  -0.020
H -6.434 2.209 3.613  0.071
H -4.567 2.193 3.556  0.083
H -5.685 0.691 3.709  0.089
H -7.294 0.556 0.665  0.112
H -7.741 0.783 2.237  0.100
H -8.727 2.646 2.393  0.108
H -9.120 2.143 0.905  0.103
H -8.382 4.508 0.887  0.104
H -7.856 3.644 -0.411  0.121
H -6.673 5.870 -0.122  0.077
H -5.012 5.752 0.595  0.076
H -5.558 4.646 -0.717  0.087
H -5.657 5.532 2.825  0.071
H -7.456 5.428 2.694  0.073
H -6.509 4.278 3.446  0.052
H -3.807 0.739 1.813  0.066
H -4.549 0.923 0.192  0.099
H -5.120 -0.320 1.331  0.060
H -3.948 3.706 2.466  0.078
C -2.970 -1.688 -6.509  -0.023
C -2.158 -2.441 -5.444  -0.530
C -1.839 -3.786 -5.893  -0.168
C -0.896 -3.859 -7.081  -0.158
C 0.454 -3.156 -6.791  -0.157
C 0.271 -1.824 -6.080  -0.391
N -0.894 -1.780 -5.174  -0.107
O -1.021 -0.628 -4.460  -0.041
C 1.668 -1.761 -5.211  -0.009
C 0.371 -0.613 -7.147  -0.006
C -3.115 -2.537 -4.243  -0.033
H -4.020 -1.977 -6.464  0.086
H -2.567 -1.903 -7.498  0.066
H -3.006 -0.605 -6.396  0.081
H -1.560 -4.378 -5.022  0.131
H -2.768 -4.284 -6.172  0.124
H -1.276 -3.343 -7.963  0.097
H -0.807 -4.905 -7.376  0.107
H 0.988 -3.132 -7.741  0.109
H 1.144 -3.842 -6.300  0.100
H 1.762 -0.905 -4.542  0.066
H 1.837 -2.694 -4.673  0.045
H 2.537 -1.797 -5.867  0.074
H 0.668 0.234 -6.528  0.071
H 1.031 -0.777 -7.999  0.074
H -0.637 -0.450 -7.528  0.059
H -2.637 -2.781 -3.294  0.061
H -4.012 -3.150 -4.332  0.089
H -3.760 -1.663 -4.146  0.068
H -1.233 0.021 -5.136  0.096
C 3.773 5.065 0.859  -0.022
C 2.401 5.076 1.581  -0.432
C 2.620 5.536 3.056  -0.140
C 2.693 6.998 3.513  -0.202
C 1.501 7.629 2.872  -0.166
C 1.346 7.518 1.365  -0.404
N 1.426 6.033 0.916  -0.147
O 1.169 5.740 -0.364  0.001
C 0.083 8.176 0.783  -0.038
C 2.497 8.335 0.602  -0.042
C 1.688 3.717 1.600  -0.026
H 4.398 5.933 1.067  0.074
H 3.609 4.994 -0.216  0.065
H 4.373 4.221 1.201  0.071
H 2.072 4.995 3.827  0.113
H 3.654 5.295 3.301  0.102
H 3.651 7.480 3.317  0.103
H 2.671 6.917 4.600  0.111
H 1.701 8.665 3.148  0.116
H 0.580 7.342 3.378  0.126
H -0.668 8.168 1.573  0.071
H 0.246 9.247 0.666  0.067
H -0.369 7.791 -0.131  0.087
H 2.890 8.020 -0.364  0.074
H 2.329 9.409 0.686  0.065
H 3.414 8.392 1.190  0.053
H 2.250 2.912 2.075  0.080
H 1.307 3.432 0.619  0.075
H 0.735 3.751 2.128  0.076
H 1.865 6.180 -0.858  0.078
C 4.708 0.195 -1.990  0.003
C 4.878 0.518 -0.453  -0.441
C 5.448 -0.783 0.219  -0.141
C 6.962 -0.783 0.331  -0.178
C 7.522 0.550 0.807  -0.171
C 7.103 1.781 0.052  -0.491
N 5.624 1.766 -0.144  -0.118
O 5.249 2.818 -0.878  -0.015
C 7.670 3.049 0.707  -0.039
C 7.971 1.663 -1.258  -0.035
C 3.486 0.766 0.166  -0.021
H 4.422 1.139 -2.455  0.060
H 3.987 -0.569 -2.280  0.087
H 5.693 -0.171 -2.276  0.066
H 4.991 -0.852 1.206  0.107
H 5.200 -1.686 -0.337  0.112
H 7.271 -1.118 -0.659  0.105
H 7.184 -1.522 1.100  0.106
H 8.555 0.579 1.153  0.117
H 7.224 0.693 1.846  0.119
H 7.111 3.245 1.623  0.083
H 8.738 2.964 0.906  0.082
H 7.515 3.912 0.059  0.077
H 7.547 0.808 -1.786  0.061
H 7.834 2.541 -1.889  0.072
H 9.040 1.608 -1.055  0.086
H 2.876 -0.137 0.138  0.083
H 3.084 1.629 -0.364  0.080
H 3.513 0.970 1.237  0.080
H 5.552 2.558 -1.751  0.084
C -2.638 -2.064 3.635  -0.031
C -3.264 -3.097 2.774  -0.492
C -4.673 -3.157 3.176  -0.205
C -5.642 -3.981 2.392  -0.185
C -5.565 -3.446 0.969  -0.138
C -4.100 -3.420 0.364  -0.416
N -3.229 -2.594 1.365  -0.067
O -2.000 -2.273 0.862  -0.052
C -3.586 -4.866 -0.005  -0.001
C -4.278 -2.627 -0.905  -0.053
C -2.613 -4.544 3.067  -0.006
H -3.046 -1.077 3.418  0.075
H -1.555 -1.963 3.557  0.089
H -3.205 -2.110 4.564  0.090
H -4.759 -3.573 4.180  0.128
H -5.155 -2.180 3.163  0.122
H -6.652 -3.699 2.692  0.115
H -5.399 -5.043 2.429  0.106
H -5.944 -2.425 1.013  0.099
H -6.158 -4.011 0.250  0.116
H -4.083 -5.485 -0.752  0.088
H -2.514 -4.769 -0.175  0.069
H -3.519 -5.384 0.952  0.039
H -4.878 -3.255 -1.563  0.088
H -4.860 -1.705 -0.890  0.084
H -3.310 -2.404 -1.355  0.050
H -1.699 -4.572 2.475  0.056
H -3.166 -5.465 2.884  0.060
H -2.306 -4.740 4.095  0.080
H -1.495 -3.069 0.680  0.064
C 4.244 -7.341 3.405  -0.043
C 4.260 -5.827 3.686  -0.438
C 5.359 -5.026 2.830  -0.102
C 4.814 -4.361 1.505  -0.154
C 3.452 -3.600 1.694  -0.114
C 2.342 -4.468 2.466  -0.480
N 2.972 -5.012 3.676  -0.116
O 2.134 -5.559 4.634  -0.009
C 1.165 -3.470 2.763  -0.016
C 1.818 -5.524 1.525  -0.032
C 4.836 -5.672 5.118  -0.069
H 5.186 -7.880 3.503  0.081
H 3.750 -7.670 2.490  0.073
H 3.831 -7.774 4.316  0.073
H 5.895 -4.193 3.285  0.104
H 6.084 -5.783 2.529  0.101
H 4.522 -5.101 0.760  0.091
H 5.557 -3.752 0.989  0.084
H 3.086 -3.160 0.767  0.106
H 3.520 -2.699 2.304  0.099
H 0.492 -3.226 1.940  0.071
H 0.348 -4.007 3.244  0.054
H 1.430 -2.594 3.355  0.095
H 1.005 -6.012 2.061  0.082
H 1.395 -4.869 0.763  0.081
H 2.564 -6.226 1.150  0.074
H 4.176 -6.089 5.878  0.075
H 5.112 -4.636 5.315  0.080
H 5.794 -6.158 5.301  0.080
H 1.919 -6.370 4.167  0.082

---

Entry 2:
Below is C62H132CaN7O18 as an isolated structure in a non-equilibrium geometry, with properties calculated with the ωB97M-V functional and the def2-TZVPD basis.

For the HOMO energy, the calculation gives -11.8481 eV. The calculation puts the molar mass at 1303.85 g/mol. The charge is +3. Its LUMO energy is -5.519 eV.

Each line ends with the Löwdin charge.
Positions of all 220 atoms, in Å:
Ca -0.306 0.424 0.060  1.497
C 4.051 1.749 5.513  -0.104
C 3.460 2.083 4.163  -0.224
C 3.563 3.629 3.919  -0.075
N 2.785 4.129 2.631  -0.195
C 3.337 3.421 1.348  0.023
C 1.295 4.070 2.668  -0.116
C 0.695 5.335 2.003  -0.119
C 1.601 6.400 2.573  -0.158
C 2.965 5.702 2.532  -0.075
H 5.115 1.954 5.390  0.081
H 3.997 0.707 5.828  0.080
H 3.675 2.344 6.345  0.076
H 2.433 1.740 4.038  0.091
H 4.065 1.637 3.374  0.099
H 4.562 4.056 3.825  0.129
H 3.176 4.211 4.755  0.130
H 4.381 3.697 1.196  0.098
H 2.751 3.891 0.558  0.085
H 3.133 2.351 1.371  0.082
H 0.998 3.106 2.255  0.117
H 1.052 4.025 3.730  0.136
H 0.858 5.328 0.925  0.117
H -0.335 5.430 2.349  0.123
H 1.622 7.283 1.934  0.124
H 1.354 6.848 3.536  0.127
H 3.509 5.884 1.606  0.124
H 3.544 6.178 3.323  0.128
C 6.231 -7.121 -1.517  -0.095
C 5.178 -6.615 -0.516  -0.209
C 5.811 -5.436 0.305  -0.053
N 4.742 -4.851 1.285  -0.226
C 4.167 -5.840 2.290  0.011
C 3.488 -4.247 0.585  -0.077
C 3.746 -2.790 0.192  -0.160
C 4.967 -2.396 0.938  -0.157
C 5.251 -3.561 1.984  -0.052
H 7.166 -7.387 -1.023  0.083
H 6.461 -6.428 -2.326  0.081
H 5.886 -8.014 -2.037  0.086
H 4.967 -7.472 0.124  0.109
H 4.262 -6.432 -1.078  0.106
H 6.137 -4.604 -0.320  0.132
H 6.647 -5.709 0.948  0.138
H 3.614 -5.362 3.099  0.097
H 5.016 -6.273 2.819  0.114
H 3.487 -6.552 1.823  0.110
H 2.704 -4.157 1.336  0.123
H 3.280 -4.864 -0.289  0.123
H 2.908 -2.194 0.555  0.098
H 3.812 -2.731 -0.894  0.128
H 4.836 -1.398 1.355  0.111
H 5.916 -2.371 0.402  0.104
H 4.671 -3.405 2.893  0.122
H 6.314 -3.611 2.220  0.132
C -5.577 2.100 -2.749  -0.091
C -4.917 2.901 -1.636  -0.222
C -5.950 3.871 -0.985  -0.081
N -5.370 4.847 0.106  -0.218
C -6.596 5.643 0.557  0.019
C -4.711 4.034 1.196  -0.081
C -3.262 4.502 1.267  -0.127
C -2.881 5.313 -0.030  -0.090
C -4.313 5.797 -0.508  -0.057
H -6.640 2.017 -2.521  0.081
H -5.207 1.074 -2.766  0.088
H -5.500 2.576 -3.727  0.066
H -4.129 3.469 -2.131  0.086
H -4.355 2.145 -1.087  0.111
H -6.794 3.324 -0.563  0.137
H -6.252 4.454 -1.855  0.131
H -7.139 6.118 -0.260  0.111
H -6.375 6.303 1.396  0.115
H -7.266 4.906 0.999  0.104
H -5.222 4.130 2.154  0.140
H -4.673 2.985 0.905  0.115
H -3.079 4.896 2.267  0.115
H -2.585 3.648 1.222  0.097
H -2.063 6.015 0.130  0.111
H -2.389 4.568 -0.657  0.066
H -4.419 6.785 -0.058  0.125
H -4.489 5.975 -1.569  0.125
C -5.093 -7.887 1.006  -0.084
C -4.658 -6.490 0.476  -0.180
C -3.236 -5.775 0.966  -0.052
N -3.162 -4.274 0.545  -0.219
C -4.247 -3.449 1.347  0.077
C -3.177 -4.014 -0.936  -0.092
C -1.856 -4.603 -1.445  -0.122
C -0.855 -4.377 -0.315  -0.124
C -1.717 -3.792 0.863  -0.091
H -4.370 -8.701 0.967  0.074
H -6.078 -8.211 0.669  0.083
H -5.296 -7.711 2.062  0.067
H -5.418 -5.803 0.847  0.080
H -4.740 -6.376 -0.605  0.092
H -2.414 -6.366 0.562  0.119
H -3.265 -5.819 2.055  0.111
H -5.242 -3.669 0.958  0.101
H -3.987 -2.411 1.139  0.083
H -4.107 -3.740 2.388  0.090
H -3.144 -2.934 -1.074  0.139
H -4.084 -4.411 -1.391  0.135
H -1.355 -4.109 -2.278  0.109
H -2.098 -5.621 -1.750  0.122
H -0.188 -3.536 -0.507  0.101
H -0.302 -5.278 -0.050  0.107
H -1.689 -2.704 0.811  0.095
H -1.361 -3.930 1.884  0.105
C -2.873 -1.286 -9.712  -0.062
C -2.376 0.029 -8.993  -0.205
C -3.143 0.254 -7.699  -0.103
N -2.619 1.365 -6.720  -0.228
C -2.651 2.755 -7.384  0.034
C -1.197 1.123 -6.289  -0.107
C -1.018 1.800 -4.939  -0.128
C -2.396 1.673 -4.210  -0.130
C -3.391 1.431 -5.369  -0.073
H -3.918 -1.277 -10.022  0.077
H -2.572 -2.208 -9.215  0.079
H -2.470 -1.330 -10.724  0.071
H -2.474 0.859 -9.693  0.099
H -1.305 0.096 -8.800  0.104
H -3.155 -0.687 -7.148  0.112
H -4.194 0.516 -7.823  0.137
H -2.497 3.494 -6.597  0.103
H -3.701 2.908 -7.632  0.101
H -2.092 2.805 -8.318  0.107
H -0.478 1.411 -7.055  0.136
H -1.212 0.039 -6.172  0.132
H -0.806 2.852 -5.130  0.102
H -0.246 1.463 -4.248  0.113
H -2.720 2.483 -3.556  0.081
H -2.356 0.730 -3.666  0.103
H -4.222 2.136 -5.387  0.113
H -3.622 0.371 -5.267  0.119
C 8.386 3.014 -1.197  -0.075
C 7.042 2.202 -1.119  -0.205
C 6.302 1.763 -2.465  -0.062
N 4.849 1.302 -2.197  -0.208
C 4.816 0.343 -0.993  0.001
C 3.843 2.440 -1.833  -0.064
C 3.038 2.743 -3.174  -0.155
C 3.556 1.918 -4.270  -0.143
C 4.175 0.709 -3.508  -0.030
H 8.921 3.058 -0.248  0.079
H 8.052 4.005 -1.506  0.070
H 9.092 2.799 -1.999  0.076
H 6.348 2.868 -0.607  0.080
H 7.192 1.374 -0.425  0.090
H 6.767 0.914 -2.967  0.129
H 6.205 2.632 -3.115  0.132
H 5.488 -0.438 -1.348  0.106
H 3.809 -0.073 -0.945  0.076
H 5.087 0.840 -0.062  0.094
H 3.199 2.150 -1.003  0.089
H 4.278 3.385 -1.508  0.116
H 2.020 2.534 -2.846  0.091
H 2.946 3.821 -3.307  0.125
H 2.899 1.743 -5.122  0.129
H 4.376 2.476 -4.721  0.111
H 3.349 0.095 -3.149  0.112
H 4.883 0.082 -4.051  0.132
C 0.394 1.442 6.671  -0.033
C 0.147 0.063 5.947  -0.193
C -1.314 -0.169 5.586  -0.099
N -1.764 -1.633 5.406  -0.223
C -3.219 -1.507 4.998  0.035
C -1.622 -2.533 6.633  -0.087
C -1.327 -3.986 6.305  -0.157
C -1.098 -3.955 4.840  -0.148
C -0.948 -2.435 4.353  -0.041
H 0.261 1.289 7.742  0.085
H -0.194 2.234 6.206  0.076
H 1.440 1.736 6.585  0.044
H 0.534 -0.763 6.543  0.099
H 0.628 -0.042 4.974  0.084
H -1.659 0.332 4.681  0.128
H -1.925 0.194 6.413  0.143
H -3.721 -0.867 5.724  0.122
H -3.704 -2.469 4.831  0.107
H -3.274 -1.018 4.026  0.087
H -2.435 -2.365 7.339  0.149
H -0.648 -2.233 7.020  0.117
H -2.226 -4.594 6.409  0.121
H -0.600 -4.374 7.018  0.132
H -1.956 -4.343 4.291  0.094
H -0.200 -4.531 4.617  0.116
H -1.245 -2.108 3.356  0.113
H 0.120 -2.242 4.447  0.105
O -1.684 3.166 4.012  0.044
C -2.946 3.261 4.449  -0.913
O -3.249 4.159 5.212  0.013
O -3.799 2.578 3.857  -0.054
H -1.772 2.439 3.392  0.045
O 2.065 -1.348 3.087  0.090
C 1.347 -0.727 2.131  -0.843
O 1.284 0.478 1.930  -0.045
O 0.488 -1.423 1.526  -0.102
H 1.788 -2.228 2.824  0.084
O -2.547 -1.820 -4.259  0.068
C -1.705 -2.516 -5.053  -0.849
O -1.989 -2.797 -6.232  -0.015
O -0.650 -2.944 -4.545  -0.041
H -1.872 -1.887 -3.580  0.051
O -3.993 0.365 2.048  0.091
C -2.810 0.404 1.390  -0.871
O -1.906 1.184 1.719  -0.093
O -2.574 -0.290 0.433  -0.063
H -3.942 1.076 2.692  0.048
O -0.256 4.100 -2.156  0.101
C -0.294 2.985 -1.376  -0.806
O -1.290 2.256 -1.340  -0.067
O 0.609 2.615 -0.576  -0.110
H -1.148 4.096 -2.510  0.091
O 1.256 -2.065 -2.929  0.120
C 0.746 -1.121 -2.161  -0.906
O 1.453 -0.414 -1.388  -0.135
O -0.414 -1.016 -1.991  -0.009
H 0.433 -2.385 -3.305  0.037

---

The records above yield Kohn-Sham gap values of 3.8 6.3 eV, respectively.
The records above yield ΔE to the lowest compared entry with this formula, charge and spin values of 360.12 89.22 kJ/mol, respectively.